A cluster of 8 separate species, C61H60BrClN3O17S in total, computed with the ωB97M-V functional and the def2-TZVPD basis.

HOMO energy = -11.30 eV
Lowest unoccupied orbital energy = -3.6 eV
Charge = +1
E_tot = -7235.71423 a.u.
Frontier orbital gap = 7.7 eV

Last column: Mulliken charge in e.
CARTESIAN COORDINATES (ANGSTROEM)
C  -2.2040  0.3821  3.8675  -1.670
C  -0.9419  -0.0969  4.5938  0.424
C  -0.3708  -1.4104  4.0500  -0.561
Cl  -0.2172  -2.6322  5.3583  -0.157
C  1.0020  -1.3223  3.3605  0.525
C  2.0434  -0.6150  4.2219  -2.561
N  2.4501  0.7526  3.7409  2.133
C  3.7499  1.1477  4.3908  -1.220
C  3.6266  1.1046  5.9123  0.153
C  4.7953  1.8453  6.5461  -1.513
O  2.3741  1.6475  6.3041  -0.565
C  2.5455  1.0027  2.2382  -1.039
C  1.9705  2.3908  2.0252  0.305
C  0.7013  2.7194  2.4364  -0.057
C  0.2604  4.0219  2.2423  -0.932
C  1.1123  4.9237  1.6406  -0.544
C  2.3787  4.4991  1.2830  -0.618
N  2.8147  3.2643  1.4851  -0.535
C  1.9734  -0.1728  1.3951  -0.270
C  3.0638  -1.2392  0.9890  -0.615
Br  2.3106  -3.0108  0.7523  -0.050
C  4.2777  -1.4052  1.9080  0.530
C  5.3730  -2.2711  1.2515  -1.519
S  1.3638  0.4206  -0.2706  2.012
C  -0.2719  1.0826  -0.0952  -0.265
O  2.2759  1.4287  -0.7321  -0.806
O  1.2418  -0.7745  -1.0673  -0.663
N  0.7970  -0.6680  2.0815  -0.073
H  -2.8707  0.8773  4.5724  0.385
H  -2.7627  -0.4728  3.4846  0.422
H  -2.0025  1.0622  3.0394  0.305
H  -1.2269  -0.2776  5.6274  -0.113
H  -0.1742  0.6810  4.6225  -0.024
H  -1.0501  -1.8483  3.3194  1.042
H  1.3473  -2.3559  3.2593  -0.583
H  1.6134  -0.4671  5.2117  0.475
H  2.9504  -1.1925  4.3665  0.098
H  1.7826  1.4050  4.1584  0.852
H  3.9633  2.1700  4.0664  0.604
H  4.5405  0.4939  4.0332  0.442
H  3.6568  0.0703  6.2554  0.431
H  4.6395  2.9233  6.4425  0.407
H  5.7487  1.5879  6.0889  0.390
H  4.8171  1.6319  7.6125  0.379
H  2.3850  2.6040  6.1702  0.393
H  3.6005  1.1015  2.0041  0.374
H  0.0441  1.9810  2.8781  0.049
H  -0.7288  4.3336  2.5495  0.485
H  0.8257  5.9506  1.4608  0.455
H  3.0715  5.1918  0.8217  0.462
H  3.4498  -0.9604  0.0076  1.171
H  4.7344  -0.4438  2.1315  0.089
H  3.9690  -1.9354  2.8088  -0.255
H  5.2961  -3.3139  1.5464  0.303
H  6.3566  -1.9035  1.5428  0.459
H  5.3281  -2.1933  0.1639  0.351
H  -0.8948  0.6403  -0.8725  0.201
H  -0.6876  0.8963  0.8892  -0.144
H  -0.1947  2.1575  -0.2458  0.310
H  0.2556  -1.2724  1.4719  0.782
C  3.4277  -3.7772  4.8360  0.164
C  3.2912  -4.6785  3.8683  -0.094
C  4.3662  -5.6619  3.5744  -0.096
O  4.2474  -6.4661  2.6772  -0.583
C  5.5912  -5.5960  4.4076  -0.401
C  5.7295  -4.6886  5.3708  -0.399
C  4.6585  -3.7068  5.6614  0.428
O  4.7758  -2.8604  6.5240  -0.601
H  2.6568  -3.0500  5.0650  0.129
H  2.4051  -4.7294  3.2491  0.665
H  6.3652  -6.3147  4.1734  0.539
H  6.6242  -4.6153  5.9748  0.456
C  -1.1366  -1.2646  -3.2132  -0.184
C  -0.8025  -2.2059  -4.0901  -0.546
C  -1.8493  -2.9555  -4.8362  0.244
O  -1.5526  -3.8132  -5.6365  -0.542
C  -3.2690  -2.6111  -4.5603  -0.441
C  -3.5991  -1.6703  -3.6786  -0.257
C  -2.5514  -0.9302  -2.9419  0.681
O  -2.8278  -0.0604  -2.1325  -0.630
H  -0.4039  -0.7064  -2.6488  0.304
H  0.2255  -2.4707  -4.3021  0.480
H  -4.0110  -3.1672  -5.1185  0.451
H  -4.6242  -1.4028  -3.4661  0.387
C  -2.7062  2.3080  -6.4427  -0.605
C  -3.4245  1.4524  -5.7214  -0.257
C  -4.5398  0.6819  -6.3286  0.351
O  -5.1908  -0.1004  -5.6679  -0.536
C  -4.8239  0.9035  -7.7668  -0.114
C  -4.1075  1.7595  -8.4902  -0.341
C  -2.9908  2.5299  -7.8855  0.184
O  -2.3383  3.3145  -8.5366  -0.547
H  -1.8901  2.8837  -6.0246  0.450
H  -3.2403  1.2812  -4.6675  0.528
H  -5.6394  0.3294  -8.1875  0.351
H  -4.2989  1.9283  -9.5431  0.541
C  -1.0446  -1.2573  9.0458  -0.179
C  -0.6879  -1.1262  10.3202  -0.446
C  -1.4993  -0.3167  11.2679  0.293
O  -1.1720  -0.1929  12.4252  -0.525
C  -2.7249  0.3357  10.7363  -0.404
C  -3.0797  0.2030  9.4613  -0.415
C  -2.2665  -0.6019  8.5186  0.518
O  -2.5878  -0.7222  7.3524  -0.575
H  -0.4724  -1.8415  8.3359  0.396
H  0.1976  -1.5946  10.7307  0.446
H  -3.3004  0.9172  11.4451  0.413
H  -3.9672  0.6677  9.0510  0.436
C  8.4819  -5.8537  1.5235  -0.116
C  9.3538  -6.6088  0.8613  -0.456
C  10.8172  -6.4775  1.0914  0.271
O  11.6109  -7.1614  0.4882  -0.523
C  11.2663  -5.4729  2.0914  -0.353
C  10.3926  -4.7193  2.7530  -0.408
C  8.9344  -4.8515  2.5198  0.384
O  8.1337  -4.1657  3.1253  -0.459
H  7.4116  -5.9321  1.3730  0.422
H  9.0502  -7.3476  0.1307  0.432
H  12.3355  -5.3969  2.2425  0.415
H  10.6951  -3.9816  3.4853  0.427
C  -8.9362  2.5478  -11.0018  -0.531
C  -7.6927  2.2534  -11.3694  -0.365
C  -7.0371  0.9988  -10.9327  0.440
O  -5.8909  0.7452  -11.2442  -0.584
C  -7.8242  0.0691  -10.0824  -0.323
C  -9.0699  0.3576  -9.7164  -0.415
C  -9.7232  1.6240  -10.1446  0.293
O  -10.8528  1.8906  -9.8006  -0.545
H  -9.4274  3.4622  -11.3014  0.566
H  -7.1033  2.9164  -11.9904  0.549
H  -7.3253  -0.8447  -9.7831  0.490
H  -9.6633  -0.3004  -9.0943  0.425
C  -8.2529  7.9669  -8.8101  -0.392
C  -8.6883  7.3167  -9.8857  -0.413
C  -7.9831  6.1146  -10.3929  0.466
O  -8.3770  5.5164  -11.3725  -0.555
C  -6.7743  5.6631  -9.6584  -0.219
C  -6.3382  6.3128  -8.5836  -0.377
C  -7.0444  7.5164  -8.0724  0.318
O  -6.6485  8.1051  -7.0912  -0.535
H  -8.7490  8.8461  -8.4195  0.404
H  -9.5664  7.6242  -10.4389  0.417
H  -6.2767  4.7848  -10.0502  0.404
H  -5.4584  6.0056  -8.0324  0.486

Forces on atoms 1 to 6 (eV/Å):
C -0.0020 -0.0875 0.1114
C -0.3430 -0.2060 0.1180
C 0.2999 0.1663 -0.2062
Cl 0.0602 -0.0691 0.0468
C -0.1316 -0.2853 0.1847
C -0.1904 0.2014 0.2278